The following is a DFT calculation (wB97M-V/def2-TZVPD) of a cluster of 2 separate species, C5H4NO4 in total.

Geometry as ORCA input:
```
! wB97M-V def2-TZVPD RIJCOSX def2/J DEFGRID3
* xyz -1 1
C -0.054 -0.503 -0.991
C 0.155 1.559 0.262
C -2.937 -0.506 -0.024
C 0.639 0.071 0.094
C 2.070 -0.417 0.526
N -0.567 -0.918 0.080
O 1.058 2.418 0.269
O -3.055 -0.332 -1.148
O -1.071 1.704 0.034
O -3.004 -0.853 1.076
H -0.222 -0.727 -2.006
H 2.367 0.408 1.253
H 2.758 -0.425 -0.387
H 1.863 -1.480 0.962
*
```

Values from the calculation:
E_HOMO, eV: -4.392
Kohn-Sham gap, eV: 8.06
Relative energy (zero: lowest compared OMol25 entry of this formula, charge and spin), kcal per mole: 34.37
Largest force on an atom, Eh/bohr: 0.0438